Formula: C4H7NO
Source: the OMol25 dataset
Level of theory: ωB97M-V/def2-TZVPD

Last column: Mulliken charge in e.
CARTESIAN COORDINATES (ANGSTROEM)
C -0.2640 -1.2657 -1.0265  -1.13
C 0.1706 0.1847 -0.7453  0.31
C -0.7666 0.9271 0.4714  -0.45
N 0.0418 0.7570 1.6380  -0.37
C 1.2060 0.3982 1.4141  -0.03
O 1.4798 0.2351 -0.1856  -0.47
H 0.1051 -1.7225 -1.9593  0.32
H 0.0948 -1.8955 -0.2057  0.28
H -1.3576 -1.3048 -1.0569  0.30
H 0.0203 0.8348 -1.6241  0.33
H -0.8811 2.0194 0.3135  0.27
H -1.7754 0.5241 0.6911  0.28
H 1.9263 0.3080 2.2753  0.36

HOMO level: -9.849 eV
SMILES string: C[C@H]1CN=CO1
Charge: 0